Molecular formula: C23H25BrN4O3S
Method: DFT, wB97M-V/def2-TZVPD

As for the HOMO-LUMO gap: 8.2573 eV. Its structure (SMILES) is O=C(NCCCN1CCOCC1)c1ccc2c(=O)n(Cc3cccc(Br)c3)c(=S)[nH]c2c1. For the lowest unoccupied orbital energy, the calculation gives -0.36 eV. For the energy above the lowest of the compared OMol25 structures with the same formula, charge and spin, the calculation gives 2.6 kcal per mole.

The geometry in XYZ format:
```
57
Properties=species:S:1:pos:R:3:forces:R:3
O 3.063870 3.002922 1.467513 0.072 0.317 -0.075
C 2.585342 1.935446 1.140413 -0.004 -0.332 0.152
N 3.208285 0.748890 1.304432 -0.146 -0.061 -0.001
C 4.595141 0.641395 1.685329 0.248 0.047 0.031
C 5.527256 0.496838 0.467807 -0.233 -0.074 -0.046
C 4.872538 -0.254192 -0.699807 0.128 0.143 0.087
N 4.076703 -1.393370 -0.263938 0.074 -0.140 -0.146
C 4.888277 -2.509673 0.197791 -0.250 -0.231 0.164
C 3.966917 -3.598625 0.747727 0.343 0.101 0.107
O 3.051735 -4.040884 -0.226696 0.046 -0.139 -0.053
C 2.284501 -2.967861 -0.710127 -0.068 0.283 -0.327
C 3.169206 -1.867193 -1.298595 -0.223 -0.278 0.122
C 1.219139 1.833953 0.525179 -0.362 0.083 -0.128
C 0.765437 2.925538 -0.219810 0.059 0.036 0.021
C -0.472876 2.893322 -0.820693 -0.021 -0.175 0.059
C -1.289087 1.771511 -0.679653 0.302 -0.140 0.240
C -2.610137 1.734199 -1.314274 0.111 0.166 -0.103
O -3.059381 2.631395 -1.992774 0.078 0.106 0.048
N -3.347728 0.571128 -1.089600 0.132 -0.038 0.003
C -4.679986 0.489663 -1.673399 -0.365 0.091 -0.348
C -5.750983 0.655765 -0.627450 -0.104 0.084 0.092
C -5.704908 1.729713 0.253654 0.004 -0.075 -0.100
C -6.680577 1.882565 1.222503 0.031 0.014 0.008
C -7.717831 0.971767 1.322057 -0.086 -0.093 0.014
C -7.758179 -0.090166 0.435790 -0.151 -0.071 -0.037
Br -9.182654 -1.348377 0.553077 0.139 0.105 -0.004
C -6.787089 -0.261384 -0.533891 -0.105 0.095 0.011
C -2.916145 -0.485776 -0.337249 0.152 -0.558 0.260
S -3.804099 -1.848332 -0.091865 -0.113 -0.420 0.071
N -1.678043 -0.395920 0.221205 -0.025 0.037 0.031
C -0.845451 0.686146 0.085877 0.038 0.635 -0.343
C 0.411745 0.718600 0.684646 0.055 0.098 -0.041
H 2.865331 -0.080082 0.836963 -0.054 0.110 0.007
H 4.690881 -0.232291 2.335010 0.033 0.094 0.010
H 4.855353 1.537662 2.251112 -0.008 -0.175 0.030
H 6.440595 -0.006376 0.785633 0.082 0.044 0.009
H 5.805410 1.485629 0.101729 0.092 0.003 0.002
H 4.194191 0.430462 -1.217351 0.049 -0.053 -0.011
H 5.652023 -0.554087 -1.419487 -0.107 0.024 -0.036
H 5.556961 -2.168483 0.988049 0.061 -0.030 0.025
H 5.494430 -2.927642 -0.624214 0.010 0.047 0.046
H 4.541446 -4.475724 1.048291 -0.011 0.082 0.048
H 3.421544 -3.203568 1.619318 0.066 -0.038 -0.037
H 1.621556 -3.380048 -1.472305 -0.012 0.080 0.054
H 1.678522 -2.545081 0.108333 0.006 -0.011 -0.067
H 2.543514 -1.037285 -1.638671 0.010 -0.012 -0.014
H 3.718066 -2.272253 -2.165398 -0.032 0.056 0.006
H 1.406920 3.788544 -0.305133 0.048 0.072 0.004
H -0.841397 3.721827 -1.405479 -0.024 0.065 -0.053
H -4.742583 1.298592 -2.407572 0.046 -0.208 0.133
H -4.783847 -0.475687 -2.174261 0.038 0.152 0.057
H -4.905538 2.451944 0.175869 0.088 0.092 -0.005
H -6.637076 2.717537 1.905155 -0.003 0.080 0.059
H -8.482730 1.083584 2.074696 -0.056 -0.006 0.045
H -6.830352 -1.106896 -1.203040 0.027 -0.090 -0.033
H -1.389948 -1.191978 0.775439 -0.172 0.100 -0.134
H 0.725794 -0.117321 1.292147 0.067 -0.095 0.089
```
Positions in Å, forces in eV/Å.

Molecular formula: C3H6N2O2
Method: DFT, wB97M-V/def2-TZVPD

As for the HOMO-LUMO gap: 10.7397 eV. Its structure (SMILES) is [H]/N=C(/NC=O)OC. For the lowest unoccupied orbital energy, the calculation gives 0.67 eV. For the energy above the lowest of the compared OMol25 structures with the same formula, charge and spin, the calculation gives 35.2 kcal per mole.

The geometry in XYZ format:
```
13
Properties=species:S:1:pos:R:3:forces:R:3
H 0.568861 0.744265 -1.861512 -0.032 -0.082 0.038
N 1.020376 0.538659 -0.976553 -0.357 -0.043 0.165
C 0.194427 0.409225 -0.025844 0.336 0.023 -0.226
N 0.615116 0.150622 1.270490 -0.093 -0.048 0.174
C 1.877515 -0.310627 1.590592 0.101 -0.040 0.188
O 2.174244 -0.687859 2.700525 -0.117 0.202 -0.436
O -1.163375 0.481883 -0.040011 0.174 0.021 0.190
C -1.799233 -0.156947 -1.138074 -0.159 -0.039 -0.240
H -0.103688 0.096071 1.979291 0.122 -0.057 -0.028
H 2.551377 -0.302295 0.718805 -0.045 -0.014 0.203
H -2.867531 -0.142139 -0.920710 0.154 0.002 -0.039
H -1.447531 -1.190158 -1.217323 -0.075 0.101 -0.063
H -1.620562 0.369301 -2.079676 -0.008 -0.026 0.072
```
Positions in Å, forces in eV/Å.

Molecular formula: C6H15NO
Method: DFT, wB97M-V/def2-TZVPD

As for the HOMO-LUMO gap: 9.7606 eV. Its structure (SMILES) is C=CC[C@H](C)NC.O. For the lowest unoccupied orbital energy, the calculation gives 0.96 eV. For the energy above the lowest of the compared OMol25 structures with the same formula, charge and spin, the calculation gives 60.7 kcal per mole.

The geometry in XYZ format:
```
23
Properties=species:S:1:pos:R:3:forces:R:3
C 1.490825 1.273364 2.524819 0.431 -1.098 0.208
C 1.586080 0.605767 1.380784 -1.535 0.822 -0.035
C 1.062775 1.215016 0.110238 0.255 -1.873 -0.761
C 0.022888 0.326252 -0.639326 -0.850 2.226 0.447
C -0.483671 1.134593 -1.833899 -0.406 -0.714 -1.682
N -1.106134 0.076202 0.270758 0.361 -1.560 -1.270
C -1.099919 -1.225979 0.879008 -1.167 -0.297 1.330
H 1.882817 0.760334 3.395680 -0.274 0.360 0.347
H 0.996882 2.229398 2.619932 0.354 0.231 -0.039
H 1.782263 -0.459268 1.399598 0.769 0.080 -0.178
H 1.903326 1.318609 -0.584031 -0.067 0.652 0.051
H 0.515012 2.131422 0.313154 0.466 0.432 -0.039
H 0.424748 -0.559846 -1.122218 0.205 -0.499 0.910
H -1.349549 1.781132 -1.706053 0.481 0.605 0.780
H -0.928118 0.485556 -2.605033 0.177 -0.452 0.272
H 0.340011 1.586808 -2.392281 -0.084 0.496 0.315
H -1.277583 0.828616 0.913051 0.219 0.085 0.203
H -1.278539 -2.048784 0.201081 0.304 0.046 -0.317
H -0.268987 -1.525620 1.528277 0.298 0.280 -0.191
H -1.995283 -1.335314 1.499181 0.051 0.303 0.232
O -0.890180 -2.731366 -2.091153 -0.191 -0.720 -0.142
H -1.197083 -2.367132 -1.251101 0.301 0.292 -0.702
H -0.385281 -2.082253 -2.582730 -0.099 0.305 0.259
```
Positions in Å, forces in eV/Å.

Molecular formula: C2H11N4P
Method: DFT, wB97M-V/def2-TZVPD

As for the HOMO-LUMO gap (alpha / beta): 7.2564 / 7.7979 eV. For the lowest unoccupied orbital energy (alpha / beta), the calculation gives 0.88 / -0.80 eV. For the energy above the lowest of the compared OMol25 structures with the same formula, charge and spin, the calculation gives 8.7 kcal per mole. The spin multiplicity is 3. Its expectation value of S² is 2.0096.

The geometry in XYZ format:
```
18
Properties=species:S:1:pos:R:3:forces:R:3
C 1.893731 -0.494182 -1.066833 -0.248 0.483 -0.956
C 1.592077 1.037841 0.929646 2.431 -2.211 0.804
N -1.993449 1.096116 1.048930 -0.522 -0.855 -2.487
N -2.198484 0.079078 -1.262243 -1.341 0.800 2.360
N -1.651228 -1.576347 0.723211 -0.558 -1.112 -1.496
N 1.387285 -0.204811 0.207726 -0.007 -0.321 1.656
P -1.371048 -0.025066 0.171215 -0.557 2.144 1.551
H 2.847730 -0.990778 -0.892392 0.923 0.580 -0.230
H 1.376746 -1.437926 -1.493780 -0.003 1.945 0.150
H 1.951999 0.476014 -1.741546 0.089 -2.196 0.784
H 1.048813 0.999229 1.867400 -0.177 -0.064 0.028
H 2.685628 1.256718 1.213554 -1.190 -0.465 -0.620
H 1.257417 1.829091 0.369998 -0.875 2.241 -1.480
H -1.814659 1.526892 1.884038 0.778 0.766 2.183
H -1.852159 -0.447555 -1.964097 1.047 -1.593 -3.048
H -2.637384 0.956630 -1.461677 -0.057 0.151 -0.143
H -1.332004 -2.142706 -0.060627 -0.243 -0.567 0.157
H -1.191010 -1.938240 1.527472 0.509 0.276 0.787
```
Positions in Å, forces in eV/Å.

Molecular formula: C23H78Cl2FNO32S
Method: DFT, wB97M-V/def2-TZVPD

As for the HOMO-LUMO gap: 8.2130 eV. For the lowest unoccupied orbital energy, the calculation gives -0.17 eV.

The geometry in XYZ format:
```
138
Properties=species:S:1:pos:R:3:forces:R:3
C 3.683213 2.245247 1.365922 -0.173 -0.134 0.469
C 3.038501 1.479416 2.241350 0.049 0.130 -0.088
C 1.548725 1.248747 2.294189 -0.211 -0.531 -0.596
C 0.919989 0.295931 1.287436 0.170 0.627 0.133
C -0.207358 0.720562 0.602644 -0.217 0.060 0.032
C -0.916840 -0.078072 -0.287620 0.284 0.086 0.167
C -2.135225 0.513583 -0.954042 0.213 -0.345 -0.014
C -3.488591 0.150792 -0.283056 0.921 0.152 -0.043
C -3.436547 -0.917766 0.784024 -0.761 0.010 0.169
Cl -4.655379 -0.339758 -1.585816 -0.170 -0.001 0.010
C -0.446126 -1.369497 -0.530351 -0.554 0.386 0.157
C -1.163249 -2.263221 -1.519227 0.661 0.537 -0.161
C -0.713933 -2.014479 -2.942477 -0.028 -0.924 -0.213
O -0.637366 -2.832895 -3.794173 -0.024 0.263 0.051
F -0.356677 -0.742828 -3.205160 0.029 0.307 0.043
C 0.684135 -1.793376 0.164061 0.477 -0.964 -0.164
C 1.381636 -0.991786 1.058651 -0.178 0.346 0.109
N 2.524724 -1.413062 1.796512 -0.140 -0.467 -0.575
Cl 2.030653 -1.994236 3.388026 -0.137 -0.102 0.246
C 3.365751 -2.392298 1.179606 0.411 0.151 0.133
C 4.718164 -2.350566 1.481899 0.621 0.183 0.038
C 5.279759 -1.281820 2.387163 -0.310 -0.860 -0.366
O 6.498289 -0.735160 1.890118 0.173 0.428 0.688
C 6.290488 0.261327 0.999979 -0.448 0.654 -1.314
C 7.191716 1.455926 1.112896 0.440 -1.340 0.646
O 5.428241 0.196867 0.156781 -0.033 -0.246 0.333
C 5.581747 -3.291303 0.951945 -0.167 -0.303 0.050
C 5.112006 -4.292708 0.109370 0.223 0.374 0.216
O 6.017023 -5.223107 -0.357059 -0.121 0.131 -0.051
C 3.771448 -4.331599 -0.224681 0.231 -0.235 0.116
C 2.926796 -3.378234 0.318729 -0.870 0.060 -0.162
S 1.223432 -3.455882 -0.117216 -0.082 -0.111 -0.045
H 3.281311 2.533926 0.406694 -0.362 0.508 0.123
H 4.664307 2.615975 1.628999 0.243 -0.430 -0.354
H 3.616650 1.002934 3.022805 -0.135 0.531 0.472
H 1.049415 2.206201 2.167912 -0.031 0.136 -0.009
H 1.255557 0.893975 3.281951 0.170 -0.039 0.163
H -0.564220 1.727013 0.787116 -0.071 0.070 0.048
H -2.126821 0.231713 -2.000400 -0.196 -0.041 -0.128
H -2.016613 1.593676 -0.939390 -0.097 0.138 -0.011
H -3.873142 1.063252 0.150911 -0.411 -0.001 -0.004
H -3.202467 -1.910988 0.416946 0.194 -0.066 -0.059
H -2.754823 -0.648934 1.586527 0.230 0.072 -0.081
H -4.426296 -0.979259 1.233247 -0.084 -0.104 0.046
H -2.236093 -2.107619 -1.477094 -0.187 -0.004 -0.050
H -0.959964 -3.314385 -1.365063 -0.177 -0.176 0.135
H 5.516792 -1.746662 3.339424 0.103 0.172 0.219
H 4.532931 -0.507423 2.505205 0.132 0.022 0.103
H 6.599677 2.357746 1.076113 0.073 0.112 -0.098
H 7.875350 1.410696 0.270487 0.085 0.331 -0.114
H 7.758410 1.353161 2.035656 0.083 0.406 -0.048
H 6.630394 -3.269958 1.204003 0.128 0.062 -0.038
H 6.063791 -5.150984 -1.316165 -0.078 -0.147 -0.028
H 3.404764 -5.109031 -0.877409 -0.132 0.067 -0.148
O 6.645109 4.028479 -0.699031 -0.170 0.307 -0.212
H 7.300555 4.049393 -1.403041 0.089 -0.118 0.081
H 5.854242 3.662122 -1.118413 0.036 -0.107 0.029
O 3.968821 5.097249 -1.142598 0.240 -0.154 -0.414
H 4.687255 5.532735 -0.666747 -0.210 -0.006 0.378
H 3.453071 5.825211 -1.502512 -0.095 0.004 0.030
O -6.780085 -2.826977 -3.366671 0.018 0.160 -0.017
H -5.958769 -2.446520 -3.041216 0.063 -0.080 0.005
H -7.281108 -2.072319 -3.699803 -0.050 -0.044 -0.018
O -8.282776 -0.735562 -1.295325 -0.070 0.374 0.003
H -7.321832 -0.713106 -1.363344 0.054 -0.238 0.114
H -8.505989 0.150247 -0.984710 0.091 0.081 -0.153
O 3.110336 -3.129283 -2.903177 0.101 -0.267 0.092
H 2.357418 -2.549573 -3.046670 0.011 0.021 -0.067
H 3.440287 -3.298235 -3.794067 -0.142 0.210 -0.033
O 10.223185 1.892926 -0.446442 -0.060 0.020 -0.054
H 10.461537 1.020146 -0.119370 0.013 -0.013 -0.019
H 10.361730 1.828725 -1.397623 0.144 -0.103 0.010
O 2.781899 -5.588585 2.919756 -0.029 -0.004 -0.056
H 3.377916 -5.606022 2.162540 0.016 -0.001 0.006
H 2.491492 -4.670789 2.965238 -0.012 0.043 0.040
O 1.398700 2.897515 -1.171767 -0.107 -0.075 -0.058
H 1.522097 2.579345 -2.072500 0.099 0.040 -0.113
H 1.050852 2.126293 -0.702029 0.063 0.063 0.029
O -10.418586 -0.724561 0.748980 -0.001 0.050 -0.056
H -9.889759 -0.801044 -0.055566 0.053 -0.381 0.169
H -11.290064 -1.032226 0.480351 -0.049 0.200 -0.188
O -0.704677 -6.690276 0.507794 -0.137 0.055 0.158
H -0.474586 -6.774330 1.441797 0.021 -0.024 -0.001
H -0.362430 -5.825383 0.263237 0.149 0.052 -0.067
O 9.518170 1.451738 3.476508 0.139 -0.059 0.091
H 10.311214 1.348616 2.941383 -0.016 0.069 -0.037
H 9.822353 1.330725 4.381436 -0.050 0.011 0.015
O -13.529130 -0.634097 -0.509174 0.052 -0.100 0.099
H -13.602257 0.144113 -1.069102 0.047 -0.028 -0.041
H -13.692252 -0.309863 0.383699 -0.086 0.238 -0.028
O 3.628760 6.826350 1.039616 0.302 0.242 0.284
H 3.462904 6.217417 1.768321 0.002 -0.043 -0.087
H 2.756421 6.971808 0.660691 -0.274 -0.131 0.038
O -13.146488 -0.644008 2.326090 -0.303 -0.374 0.023
H -12.909691 -1.432742 1.822780 0.104 -0.058 0.121
H -12.798276 -0.817519 3.206404 0.110 0.162 -0.007
O -3.029541 -4.663013 2.085057 0.077 0.113 -0.057
H -2.935416 -5.235753 2.853011 -0.022 -0.065 -0.035
H -2.683855 -5.195344 1.359962 -0.002 -0.144 0.023
O 11.861824 1.830441 -3.304813 -0.126 0.152 -0.002
H 12.548461 1.836051 -3.978657 0.028 -0.116 0.019
H 11.512445 2.727429 -3.324302 0.052 0.028 -0.005
O 4.044353 2.882866 -3.200032 -0.244 -0.191 -0.019
H 3.967807 3.717161 -3.679689 0.236 0.099 0.027
H 3.745139 3.112477 -2.312827 0.033 0.062 0.115
O -6.787581 0.499311 -4.666218 0.004 -0.131 0.017
H -6.098728 0.311503 -5.311824 -0.023 -0.001 -0.024
H -6.351583 0.399223 -3.814716 0.050 0.119 0.062
O 6.523571 6.066121 2.556475 -0.025 0.066 -0.087
H 6.970984 5.768243 1.756880 -0.034 -0.095 0.023
H 5.959159 6.787691 2.257422 -0.039 -0.010 -0.018
O 3.767626 -1.938149 -5.462359 0.153 0.063 -0.116
H 4.583195 -1.571230 -5.103826 -0.029 0.007 0.041
H 3.286547 -1.170369 -5.786361 -0.073 -0.042 -0.007
O -2.351722 -8.121162 2.455660 0.025 -0.079 -0.039
H -2.120574 -8.402753 1.562890 -0.027 0.143 -0.050
H -2.730888 -8.904807 2.864831 0.007 0.034 0.067
O -15.600829 -2.772991 3.295927 0.062 0.052 0.061
H -15.166957 -2.051471 2.823984 -0.066 0.017 -0.038
H -15.296666 -2.679990 4.203914 -0.017 -0.012 0.007
O -5.025541 2.055424 1.992311 -0.072 -0.037 0.005
H -5.136099 1.512948 2.780133 0.050 0.010 0.016
H -5.925822 2.249091 1.711050 0.012 0.033 -0.023
O 0.834455 5.662661 0.295302 0.187 0.301 -0.090
H 1.342255 4.980666 -0.161109 -0.012 -0.270 -0.010
H 0.260680 6.020077 -0.394254 -0.147 -0.124 -0.037
O 5.069117 5.581789 -3.796851 0.161 0.093 -0.140
H 5.855151 5.505952 -4.347032 -0.053 0.034 -0.073
H 5.384846 5.450096 -2.894672 -0.200 -0.097 0.073
O -1.388040 5.531940 -2.020006 0.517 0.135 -0.120
H -1.269721 5.212511 -2.919568 0.086 0.038 -0.009
H -1.740755 4.773610 -1.543624 -0.256 0.068 0.018
O -17.558730 -5.187202 3.730912 -0.045 0.069 0.033
H -17.288070 -5.256077 4.650373 -0.014 -0.035 0.000
H -17.217135 -4.331997 3.441826 0.111 -0.012 -0.070
O -3.944236 4.972577 -1.293831 -0.340 -0.186 0.262
H -4.037976 5.775793 -1.814874 0.147 0.003 -0.051
H -4.016774 5.270759 -0.381081 -0.046 -0.033 0.006
```
Positions in Å, forces in eV/Å.

In the order shown, the computed max |F| values come out to 0.7; 0.5; 2.4; 3.6; 1.6 eV Å⁻¹.
In the order shown, the computed DFT total energy values come out to -4308.463166; -377.903290; -367.534536; -643.028016; -4804.044697 hartree.